The following is a quantum chemistry calculation of a cluster of 2 separate species, C7H12O2 in total, from the OMol25 dataset.

Element x y z (Å)
1 C 1.561 0.592 -1.309
2 C 1.973 1.044 1.108
3 C 0.930 -0.207 -0.220
4 C -1.053 -1.351 -0.996
5 C -1.302 0.996 -0.206
6 C -0.849 -0.766 1.509
7 C -0.589 -0.333 0.014
8 O 2.493 0.187 -1.911
9 O 2.246 2.247 1.315
10 H 1.141 1.580 -1.455
11 H 1.424 -1.198 -0.013
12 H 2.574 0.306 1.576
13 H -2.134 -1.587 -0.929
14 H -0.495 -2.411 -0.855
15 H -0.874 -0.997 -2.148
16 H -1.005 1.583 -1.174
17 H -2.440 1.027 -0.063
18 H -0.995 1.724 0.499
19 H -1.868 -0.571 1.692
20 H -0.224 -0.058 2.072
21 H -0.515 -1.810 1.494

Computed properties:
relative energy (zero: lowest compared OMol25 entry of this formula, charge and spin) = 3.684 eV
E_tot = -11544.7196 eV
LUMO level = 0.014 eV
multiplicity = 1
largest force on an atom = 5.39 eV/A